Entry 1:
Below is the molecule C5H9NO in a non-equilibrium geometry, with properties calculated with ωB97M-V/def2-TZVPD.

CARTESIAN COORDINATES (ANGSTROEM)
1 H 1.570 -1.698 1.263
2 N 0.549 -1.936 1.198
3 C 0.477 -1.120 0.245
4 O 1.763 -0.584 -0.097
5 C 1.642 0.826 -0.120
6 C 0.124 1.081 -0.092
7 C -0.521 -0.271 -0.478
8 C -1.999 -0.370 -0.126
9 H 2.155 1.273 0.745
10 H 2.122 1.189 -1.030
11 H -0.168 1.890 -0.758
12 H -0.203 1.324 0.927
13 H -0.373 -0.452 -1.550
14 H -2.553 0.414 -0.658
15 H -2.161 -0.230 0.947
16 H -2.425 -1.335 -0.416

## Properties
LUMO energy ... 0.95 eV
Total charge ... 0
2S+1 ... 1
Relative energy (zero: lowest compared OMol25 entry of this formula, charge and spin) ... 41.9 kcal per mole
Structure (SMILES) ... [H]/N=C1\OCC[C@@H]1C

Atom charges from the Löwdin analysis, given in e for atoms 1 to 6: atom 1 (H): 0.09, atom 2 (N): 0.19, atom 3 (C): -0.40, atom 4 (O): -0.10, atom 5 (C): -0.18, atom 6 (C): -0.12

---

Entry 2:
Below is the molecule CH2Cl2, with properties calculated with ωB97M-V/def2-TZVPD.

CARTESIAN COORDINATES (ANGSTROEM)
1 Cl -1.526 -0.031 -0.749
2 C 0.040 -0.107 0.104
3 Cl 0.986 1.302 -0.426
4 H -0.093 -0.143 1.193
5 H 0.593 -1.022 -0.122

## Properties
LUMO energy ... 0.94 eV
Total charge ... 0
2S+1 ... 1
Relative energy (zero: lowest compared OMol25 entry of this formula, charge and spin) ... 2.3 kcal per mole
Structure (SMILES) ... ClCCl

Electronic structure analysis, Löwdin charges in units of e: atom 1 (Cl): 0.47, atom 2 (C): -1.01, atom 3 (Cl): 0.48, atom 4 (H): 0.03, atom 5 (H): 0.03

---

Entry 3:
Below is the molecule C2H2N4O3 in a non-equilibrium geometry, with properties calculated with ωB97M-V/def2-TZVPD.

CARTESIAN COORDINATES (ANGSTROEM)
1 N 0.497 -1.746 3.166
2 C 0.142 -1.593 2.093
3 C -0.376 -1.536 0.805
4 N -1.077 -2.265 0.105
5 N -1.430 -2.113 -1.302
6 O -1.173 -3.012 -2.007
7 O -1.956 -1.105 -1.592
8 N 0.422 -0.257 -0.054
9 O -0.259 0.955 -0.292
10 H 1.177 -0.140 0.586
11 H -0.405 0.800 -1.297

## Properties
LUMO energy ... -1.39 eV
Total charge ... 0
2S+1 ... 1
Relative energy (zero: lowest compared OMol25 entry of this formula, charge and spin) ... 143.2 kcal per mole
Structure (SMILES) ... N#C/C(=N/[N+](=O)[O-])NO

Atom charges from the Löwdin analysis, given in e for atoms 1 to 6: atom 1 (N): 0.22, atom 2 (C): -0.16, atom 3 (C): -0.18, atom 4 (N): 0.22, atom 5 (N): -0.44, atom 6 (O): 0.15

---

> Which formula does entry 2 have?

CH2Cl2

---

> Number 3 is which compound?

C2H2N4O3